1.
Here is 3 unconnected molecules or ions with the total composition C19H23BrN3O10PS from the Open Molecules 2025 dataset. Energies are from ωB97M-V/def2-TZVPD.

The geometry in ORCA input format:
```
! wB97M-V def2-TZVPD RIJCOSX def2/J DEFGRID3
* xyz 0 1
N 3.5307 1.0427 -0.0186
P 2.1258 0.8762 -0.6608
C 1.3427 -0.8372 -0.6402
C 1.7756 -1.6804 -1.8304
C 3.2753 -1.7137 -2.1719
C 3.9714 -3.0084 -1.7426
O 3.3527 -3.5106 -0.5686
O 1.7277 -1.4444 0.6154
S 0.7392 -1.0786 1.7837
O 0.3133 -2.2537 2.4504
O 1.2068 0.0385 2.5204
O -0.4614 -0.5572 0.8495
C -0.1934 -0.6547 -0.5446
C -1.1566 -1.6459 -1.1979
C -0.9502 -3.1158 -0.9352
O -0.2978 -3.6181 -0.0962
Br -1.9795 -4.2166 -2.1903
H 4.2341 1.3767 -0.6677
H 1.0898 1.5960 -0.0328
H 1.9624 1.1836 -2.0236
H 1.2211 -1.2858 -2.6882
H 1.4278 -2.7019 -1.6626
H 3.3824 -1.6329 -3.2562
H 3.7932 -0.8578 -1.7389
H 3.9040 -3.7494 -2.5486
H 5.0320 -2.8034 -1.5725
H 3.9909 -4.0080 -0.0538
H -0.4409 0.3140 -0.9968
H -1.2377 -1.4599 -2.2684
H -2.1505 -1.4379 -0.7808
C -3.1933 -2.6892 1.9439
C -3.9681 -1.6091 2.3483
C -5.3397 -1.6230 2.1505
C -5.9052 -2.7296 1.5432
C -5.1572 -3.8164 1.1297
C -3.7863 -3.7884 1.3350
N -7.3657 -2.7503 1.3275
O -7.9993 -1.7716 1.6688
O -7.8440 -3.7365 0.8045
H -2.1224 -2.6742 2.0973
H -3.5021 -0.7547 2.8209
H -5.9640 -0.7974 2.4570
H -5.6415 -4.6588 0.6594
H -3.1792 -4.6264 1.0182
C 1.0854 6.9762 1.3251
C 2.4665 6.8347 1.3006
C 3.0615 5.9614 0.4046
C 2.2462 5.2462 -0.4529
C 0.8687 5.3676 -0.4481
C 0.2888 6.2445 0.4541
N 2.8731 4.3122 -1.4027
O 4.0800 4.2158 -1.3941
O 2.1395 3.6761 -2.1435
H 0.6271 7.6595 2.0276
H 3.0841 7.4025 1.9828
H 4.1321 5.8279 0.3716
H 0.2710 4.7902 -1.1370
H -0.7866 6.3558 0.4763
*
```

E_LUMO: -0.80 eV
HOMO level: -9.1391 eV
Frontier orbital gap: 8.3 eV

2.
Here is a single C19H23Cl2N3O3S molecule from the Open Molecules 2025 dataset. Energies are from ωB97M-V/def2-TZVPD.

The geometry in ORCA input format:
```
! wB97M-V def2-TZVPD RIJCOSX def2/J DEFGRID3
* xyz 0 1
C -4.8143 -0.6275 -1.1216
H -4.9763 -1.3772 -0.3516
H -5.4305 0.2401 -0.8961
H -5.1400 -1.0399 -2.0729
C -3.3334 -0.2421 -1.2142
N -2.7762 0.4654 -0.0727
C -2.8888 -0.2302 1.1999
C -2.1104 -1.5404 1.2100
H -2.0869 -1.9401 2.2206
H -1.0878 -1.3701 0.8819
H -2.5683 -2.2856 0.5660
H -3.9363 -0.4201 1.4846
H -2.4560 0.4268 1.9598
C -3.1643 1.8655 -0.0125
H -3.0494 2.2161 1.0147
C -2.2317 2.7069 -0.9007
N -0.8536 2.3565 -0.6472
C -0.1148 3.0067 0.2787
O -0.4615 4.0312 0.8304
C 1.2185 2.3723 0.5519
C 1.9474 1.7186 -0.4353
C 3.1789 1.1719 -0.1363
C 3.6931 1.2543 1.1475
C 2.9827 1.9204 2.1382
C 1.7582 2.4833 1.8308
H 1.2001 3.0234 2.5805
H 3.3947 1.9964 3.1318
Cl 5.2117 0.5434 1.5008
S 4.1083 0.3750 -1.4556
O 5.4412 0.8808 -1.5059
O 3.3046 0.4211 -2.6355
N 4.2502 -1.2099 -0.9357
C 3.1687 -1.9867 -0.5389
C 1.9241 -1.8176 -1.1416
C 0.8566 -2.6113 -0.7688
C 1.0244 -3.5763 0.2127
C 2.2560 -3.7528 0.8224
C 3.3225 -2.9577 0.4489
H 4.2851 -3.0946 0.9186
H 2.3799 -4.5071 1.5832
Cl -0.3091 -4.5733 0.6744
H -0.1017 -2.4913 -1.2488
H 1.8157 -1.0813 -1.9202
H 5.1197 -1.3860 -0.4562
H 1.6018 1.6499 -1.4549
H -0.6222 1.3988 -0.8645
H -2.3571 3.7658 -0.6704
H -2.4389 2.5396 -1.9600
H -4.2067 2.0411 -0.3124
H -2.7402 -1.1472 -1.3678
H -3.1876 0.3952 -2.0897
*
```

E_LUMO: 0.05 eV
Energy above the lowest of the compared OMol25 structures with the same formula, charge and spin: 0.327 eV
HOMO level: -8.7530 eV
Frontier orbital gap: 8.8 eV

3.
Here is a molecular structure, C19H23F5IrNOP from the Open Molecules 2025 dataset. Energies are from ωB97M-V/def2-TZVPD.

The geometry in ORCA input format:
```
! wB97M-V def2-TZVPD RIJCOSX def2/J DEFGRID3
* xyz 2 6
C -2.6490 0.6068 -3.5059
C -2.2591 -0.5740 -2.8729
C -1.3566 -0.6127 -1.7741
C -0.9981 0.6661 -1.2391
C -1.3250 1.8581 -1.9286
C -2.1820 1.8351 -3.0318
C -1.1270 -1.9859 -1.1560
C 0.0930 -3.0016 -1.2180
N 1.4564 -2.6595 -1.6181
Ir -0.2812 1.1747 0.7220
C -0.7803 3.1922 -1.4635
P 0.6578 2.6920 -0.3982
H -2.6917 -1.5184 -3.2167
H -2.4479 2.7832 -3.5229
H -3.3489 0.5901 -4.3473
H -1.4546 3.8106 -0.8340
H -0.3938 3.7917 -2.3114
H -1.3521 -1.8403 -0.0796
H -1.9424 -2.6154 -1.5785
H 0.2036 -3.3836 -0.1886
C 1.4300 4.0530 0.4723
C 1.8189 2.1491 -1.7021
H -0.2335 -3.8513 -1.8466
C 1.6426 -1.7171 -2.7053
C 2.3194 -2.3527 -0.4701
H 0.9661 1.8220 1.8547
H 2.1290 -2.1604 -3.5918
H 0.6691 -1.2802 -2.9998
H 2.3176 -0.9154 -2.3360
H 3.2110 -3.0030 -0.4140
H 2.6590 -1.2957 -0.5497
H 1.7544 -2.5137 0.4658
H 2.1718 3.0182 -2.2841
H 2.6699 1.6509 -1.2261
H 1.3561 1.4444 -2.4038
H 1.4933 4.9121 -0.2048
H 0.8283 4.2714 1.3613
H 2.4299 3.7350 0.7911
H 1.3646 1.2543 1.4567
F -0.4163 -1.9632 6.9028
C -0.5938 -1.5894 5.6232
C -1.0005 -0.2744 5.3642
F -1.2607 0.5551 6.3937
C -1.1631 0.1532 4.0622
F -1.6716 1.3752 3.8172
C -0.8269 -0.7159 2.9874
O -0.9151 -0.3397 1.7329
C -0.4699 -2.0640 3.2916
F -0.1905 -2.9082 2.2681
C -0.3491 -2.4951 4.5883
F 0.0388 -3.7639 4.8636
*
```

Expectation value of S²: 8.7974
E_LUMO (alpha / beta): -5.39 / -9.47 eV
HOMO level (alpha / beta): -11.6857 / -14.9586 eV
Frontier orbital gap (alpha / beta): 6.3 / 5.5 eV

4.
Here is a single C19H23FN4O2 molecule from the Open Molecules 2025 dataset. Energies are from ωB97M-V/def2-TZVPD.

The geometry in ORCA input format:
```
! wB97M-V def2-TZVPD RIJCOSX def2/J DEFGRID3
* xyz 0 1
C 2.2862 1.7664 -2.3425
H 1.5653 1.1218 -2.8393
H 2.6954 2.4562 -3.0767
H 1.7673 2.3416 -1.5808
C 3.4216 0.9395 -1.7271
N 3.0533 -0.0670 -0.7536
C 2.1963 -1.1140 -1.2757
H 2.5352 -1.3270 -2.2924
H 1.1383 -0.8160 -1.3104
C 2.3111 -2.4061 -0.4442
N 1.3258 -2.4870 0.5980
C 0.0208 -2.7807 0.4521
C -0.5544 -2.6894 1.6987
C 0.5024 -2.3249 2.5406
N 1.6267 -2.2096 1.8603
H 0.4879 -2.1513 3.5983
H -1.5763 -2.8578 1.9721
H -0.3901 -3.0452 -0.5024
H 2.1854 -3.2712 -1.1016
H 3.2968 -2.4497 0.0220
C 2.6602 0.4428 0.5483
C 1.3185 1.1031 0.6424
C 1.0092 2.3618 1.0868
O -0.3414 2.4973 1.0393
C -0.8016 1.3206 0.5662
N 0.1516 0.4677 0.3190
C -2.2181 1.1029 0.3792
C -2.6479 -0.1408 -0.0873
C -3.9970 -0.3952 -0.2792
C -4.9021 0.6371 0.0113
C -4.4868 1.8676 0.4738
C -3.1378 2.1083 0.6603
H -2.7969 3.0650 1.0215
H -5.2260 2.6246 0.6826
F -6.2200 0.4154 -0.1678
O -4.5242 -1.5601 -0.7270
C -3.6442 -2.6127 -1.0399
H -3.0711 -2.9300 -0.1640
H -2.9561 -2.3303 -1.8431
H -4.2774 -3.4319 -1.3765
H -1.8955 -0.8870 -0.2768
C 1.8296 3.4969 1.5773
H 2.8152 3.4724 1.1197
H 1.9488 3.4448 2.6600
H 1.3394 4.4365 1.3322
H 2.6658 -0.3991 1.2484
H 3.4227 1.1562 0.8702
H 4.1320 1.6140 -1.2403
H 3.9560 0.4234 -2.5324
*
```

E_LUMO: 0.68 eV
Energy above the lowest of the compared OMol25 structures with the same formula, charge and spin: 3.197 eV
HOMO level: -7.9305 eV
Frontier orbital gap: 8.6 eV

5.
Here is a molecular structure, C19H23N3O3S from the Open Molecules 2025 dataset. Energies are from ωB97M-V/def2-TZVPD.

The geometry in ORCA input format:
```
! wB97M-V def2-TZVPD RIJCOSX def2/J DEFGRID3
* xyz 0 1
C -4.8097 3.3015 2.4658
C -4.0117 4.3398 1.8004
O -3.5295 3.7927 0.6327
C -2.6698 2.7022 0.4228
C -2.7884 2.0640 -0.9843
C -1.8271 0.9242 -1.1223
C -0.8655 0.4780 -0.1295
C -1.0770 0.9591 1.1074
C -1.7863 2.0826 1.3770
O -1.6892 2.9258 2.5851
C -0.9356 2.1688 3.8384
C -1.7459 1.0074 4.3462
H -2.7911 1.6049 4.5314
H -1.8538 0.3242 3.7703
H -1.2556 0.7735 5.1572
H -0.7470 3.2007 4.4078
H 0.0720 2.1765 3.3492
H -0.2277 0.6948 1.8830
C -0.3693 -0.8378 -0.1744
N -0.2045 -1.4342 -1.3077
N 0.3826 -2.6054 -1.7084
C 1.5682 -3.2350 -0.8087
O 1.6616 -2.9890 0.3769
C 2.1952 -4.3529 -1.5342
C 3.0769 -5.0425 -0.8875
H 3.6282 -5.6730 -1.3343
H 4.0225 -3.8995 -1.0313
H 2.9696 -5.1604 0.2537
H 1.4245 -5.1395 -1.6827
S 2.4145 -3.9143 -3.3591
C 3.0937 -2.5066 -3.1629
N 3.0885 -1.9482 -2.1092
C 3.6951 -0.6958 -1.7960
C 4.2540 0.0930 -3.0083
C 4.2626 -0.5048 -4.2284
C 3.6644 -1.8743 -4.1600
H 3.4868 -2.3205 -5.3735
H 4.8619 0.1028 -4.8677
H 4.6946 0.9723 -2.6873
H 3.8175 -0.4393 -0.7534
H 0.3763 -2.6858 -2.5404
H 0.6672 -1.1313 0.6423
H -1.8744 0.3548 -2.0704
H -3.2718 2.4740 -1.6576
H -3.0999 4.3874 2.3731
H -4.5741 5.2724 1.4753
H -5.2908 3.8164 3.2733
H -4.3363 2.5348 2.6571
H -5.7462 2.8614 1.7530
*
```

E_LUMO: -0.04 eV
Energy above the lowest of the compared OMol25 structures with the same formula, charge and spin: 21.237 eV
HOMO level: -7.2588 eV
Frontier orbital gap: 7.2 eV

6.
Here is 2 unconnected molecules or ions with the total composition C19H23N3O5 from the Open Molecules 2025 dataset. Energies are from ωB97M-V/def2-TZVPD.

The geometry in ORCA input format:
```
! wB97M-V def2-TZVPD RIJCOSX def2/J DEFGRID3
* xyz 0 1
O 3.1427 -1.1666 3.9145
O 2.0562 1.5022 -3.2918
O -2.5669 2.6120 -3.8853
O 2.7723 0.9692 4.5224
O 2.5877 -2.2456 1.0783
C 2.3745 -0.3014 4.2954
C 1.2996 2.2833 -2.7296
C -1.9343 1.6342 -4.2723
C 1.4930 -2.1892 -1.0512
C 0.9463 -0.5492 0.6752
C 0.4245 -1.8691 4.1001
C 0.1165 0.2517 5.2182
C -0.9144 -2.1908 4.3544
C -1.2187 -0.0795 5.4725
C 0.5436 -1.5992 -1.9067
C -0.0032 0.0374 -0.1820
C 1.6902 -1.6662 0.2438
C 0.9614 -0.6433 4.5371
C -1.7288 -1.3004 5.0468
C -0.2099 -0.4915 -1.4719
N -3.0407 -1.6283 5.3177
N -2.2997 1.0231 -5.4042
N -0.0279 2.1921 -2.7883
C 1.8608 3.4377 -1.9331
C -1.6672 -0.1369 -6.0335
C -1.2678 0.1063 -2.3814
C -0.7563 1.0976 -3.4390
H 3.7136 0.9619 4.2933
H 3.1937 -2.8254 0.6183
H 2.0635 -3.0425 -1.3820
H 1.1071 -0.1590 1.6675
H 1.0536 -2.5725 3.5576
H 0.4984 1.2096 5.5628
H -1.3124 -3.1373 4.0064
H -1.8553 0.6200 6.0024
H 0.3925 -1.9979 -2.8993
H -0.5820 0.8847 0.1571
H -3.3127 -2.6013 5.1993
H -3.5278 -1.0743 6.0177
H -3.0908 1.4414 -5.8704
H -0.5805 2.9119 -2.3505
H 1.4360 4.3713 -2.2958
H 2.9434 3.4559 -2.0529
H 1.6130 3.2961 -0.8831
H -0.6317 0.0952 -6.2929
H -1.6885 -0.9936 -5.3572
H -2.2038 -0.3983 -6.9475
H -1.7765 -0.7117 -2.8923
H -2.0155 0.6077 -1.7649
H -0.0710 0.5684 -4.0999
*
```

E_LUMO: 0.69 eV
Energy above the lowest of the compared OMol25 structures with the same formula, charge and spin: 1.522 eV
HOMO level: -8.2305 eV
Frontier orbital gap: 8.9 eV

7.
Here is a single C19H23N3O5S molecule from the Open Molecules 2025 dataset. Energies are from ωB97M-V/def2-TZVPD.

The geometry in ORCA input format:
```
! wB97M-V def2-TZVPD RIJCOSX def2/J DEFGRID3
* xyz 0 1
C 5.1910 2.0775 2.4064
C 4.1556 1.0404 2.6408
N 3.2150 1.3177 3.5557
H 3.1947 2.2108 4.0159
H 2.4729 0.6599 3.7342
C 4.1389 -0.1626 1.9559
C 3.0882 -1.0506 2.2431
N 2.2060 -1.7218 2.5529
C 5.1321 -0.4946 0.9479
O 6.1636 0.1232 0.7763
C 4.8671 -1.7416 0.0991
H 5.2467 -2.6225 0.6252
O 3.5033 -2.0232 -0.1682
C 2.7660 -1.0069 -0.6409
O 3.2105 0.0982 -0.8355
C 1.3569 -1.3992 -0.8677
C 0.5079 -0.5105 -1.5229
C -0.8127 -0.8466 -1.7270
C -1.3361 -2.0613 -1.2927
C -0.4748 -2.9374 -0.6350
C 0.8520 -2.6185 -0.4213
H 1.5020 -3.3000 0.1034
H -0.8572 -3.8843 -0.2833
C -2.7693 -2.4014 -1.5142
H -3.0415 -2.1899 -2.5456
H -2.9616 -3.4463 -1.2849
H -3.3963 -1.7730 -0.8836
S -1.8554 0.3415 -2.5771
O -2.5275 -0.2910 -3.6761
O -1.0836 1.5195 -2.8567
N -3.0091 0.6527 -1.3900
C -2.4699 1.4430 -0.3039
C -3.4560 1.4449 0.8615
C -4.8073 1.9848 0.3999
C -5.3050 1.1698 -0.7912
C -4.2574 1.1873 -1.9001
H -4.5504 0.5579 -2.7409
H -4.1166 2.2156 -2.2651
H -6.2412 1.5797 -1.1718
H -5.4809 0.1386 -0.4808
H -5.5292 1.9393 1.2172
H -4.6974 3.0301 0.1029
H -3.0564 2.0546 1.6730
H -3.5758 0.4229 1.2253
H -1.5195 0.9910 -0.0104
H -2.2719 2.4718 -0.6384
H 0.8750 0.4409 -1.8768
H 5.4175 -1.6152 -0.8402
H 6.1665 1.7076 2.7186
H 4.9568 2.9923 2.9465
H 5.2734 2.2849 1.3408
*
```

E_LUMO: 0.31 eV
Energy above the lowest of the compared OMol25 structures with the same formula, charge and spin: 1.227 eV
HOMO level: -8.9724 eV
Frontier orbital gap: 9.3 eV

8.
Here is a molecular structure, C19H23N6O5S4SeTc from the Open Molecules 2025 dataset. Energies are from ωB97M-V/def2-TZVPD.

The geometry in ORCA input format:
```
! wB97M-V def2-TZVPD RIJCOSX def2/J DEFGRID3
* xyz 1 4
Tc 0.7840 -0.5244 -0.9740
N 2.1091 -3.8440 -0.1523
C 1.1300 -4.0688 0.9764
C 1.2395 -3.0122 2.0884
C 0.3498 -1.7602 1.9894
N 0.9679 -0.6648 1.1900
C -1.0594 -2.0828 1.4984
C -1.0920 -2.9549 0.2469
N -0.6382 -2.2170 -0.9577
C -0.2981 -4.2397 0.4630
H 2.9219 -4.4519 -0.0620
H 2.4723 -2.8766 -0.2383
H 1.7037 -3.9832 -1.1147
H 1.4284 -5.0220 1.4078
H 2.2840 -2.7174 2.2235
H 0.9510 -3.5139 3.0134
H 0.2572 -1.3870 3.0110
H 1.9952 -0.6869 1.2903
H 0.7137 0.2239 1.6112
H -1.6013 -1.1514 1.3132
H -1.5938 -2.6099 2.2919
H -2.1292 -3.2531 0.0846
H -1.4485 -1.8333 -1.4375
H -0.2103 -2.8624 -1.6415
H -0.3040 -4.8542 -0.4410
H -0.8343 -4.8091 1.2249
O 7.2343 2.2007 -2.2884
C 6.2944 1.7024 -1.7546
S 4.6107 2.2412 -2.0370
C 3.8407 1.1710 -0.9272
C 4.6684 0.2611 -0.2380
S 4.2352 -0.8723 0.9084
S 6.3747 0.3469 -0.6172
S 2.1406 1.4593 -0.8053
N -5.4204 7.3753 2.8558
C -4.8715 6.5548 2.2700
C -4.1809 5.5257 1.5356
C -2.8445 5.2539 1.8168
C -2.1799 4.2638 1.1159
C -2.8628 3.5410 0.1494
C -4.1888 3.8115 -0.1473
C -4.8482 4.8111 0.5451
N -2.1868 2.4972 -0.5581
C -2.3146 2.1941 -1.8980
C -1.4851 1.1497 -2.1333
N -0.8541 0.8017 -0.9503
C -1.2946 1.6434 -0.0319
H -2.3266 5.8318 2.5692
H -1.1287 4.0821 1.2987
H -4.7114 3.2373 -0.9008
H -5.8835 5.0331 0.3272
H -2.9445 2.7622 -2.5583
H -1.2669 0.6359 -3.0545
H -1.0218 1.6503 1.0092
O 0.7091 -0.8592 -3.0335
Se 1.9178 -2.0417 -3.0046
O 2.9478 -2.0449 -4.2084
O 2.5366 -1.5680 -1.4868
O 1.2065 -3.4951 -2.6731
*
```

Expectation value of S²: 3.7764
E_LUMO (alpha / beta): -2.76 / -4.66 eV
Energy above the lowest of the compared OMol25 structures with the same formula, charge and spin: 0.000 eV
HOMO level (alpha / beta): -10.3112 / -11.3620 eV
Frontier orbital gap (alpha / beta): 7.5 / 6.7 eV

9.
Here is a single C19H23NOS molecule from the Open Molecules 2025 dataset. Energies are from ωB97M-V/def2-TZVPD.

The geometry in ORCA input format:
```
! wB97M-V def2-TZVPD RIJCOSX def2/J DEFGRID3
* xyz 0 1
C -2.7650 -1.8049 1.5333
H -3.1320 -2.4112 2.3586
H -3.6193 -1.4784 0.9475
C -1.8003 -2.6233 0.6807
H -1.0457 -3.0811 1.3273
H -2.3513 -3.4344 0.2024
C -1.0750 -1.8268 -0.4156
N -0.2057 -0.8517 0.2469
C 0.5798 0.0387 -0.3898
O 0.6302 0.1724 -1.5922
C 1.4143 0.8954 0.5670
C 2.8781 0.6808 0.3323
C 3.6845 0.1913 1.3520
C 5.0329 -0.0264 1.1319
C 5.5858 0.2420 -0.1082
C 4.7852 0.7291 -1.1280
C 3.4382 0.9510 -0.9106
H 2.8080 1.3248 -1.7018
H 5.2127 0.9402 -2.0969
H 6.6391 0.0733 -0.2782
H 5.6521 -0.4049 1.9321
H 3.2584 -0.0178 2.3239
H 1.1622 0.6894 1.6109
S 0.9848 2.6625 0.2363
C -0.7873 2.4937 0.1318
C -1.5174 2.0371 1.2194
C -2.8905 1.9080 1.1168
C -3.5341 2.2416 -0.0640
C -2.8022 2.7105 -1.1425
C -1.4280 2.8374 -1.0481
H -0.8444 3.1912 -1.8831
H -3.3021 2.9712 -2.0633
H -4.6065 2.1381 -0.1409
H -3.4612 1.5531 1.9630
H -1.0148 1.7966 2.1452
H -0.1282 -0.9379 1.2472
C -2.0621 -1.0947 -1.3267
H -2.7813 -1.7986 -1.7365
H -2.5900 -0.3189 -0.7789
H -1.5219 -0.6237 -2.1423
C -0.2093 -2.7807 -1.2473
H 0.4859 -3.3219 -0.6083
H -0.8355 -3.4973 -1.7714
H 0.3591 -2.2119 -1.9774
H -2.2800 -0.9232 1.9456
*
```

E_LUMO: 0.63 eV
Energy above the lowest of the compared OMol25 structures with the same formula, charge and spin: 0.214 eV
HOMO level: -8.5154 eV
Frontier orbital gap: 9.1 eV

| no. | E (eV) |
| --- | --- |
| 1 | -135180.5180 |
| 2 | -66569.6171 |
| 3 | -49303.5687 |
| 4 | -32848.1053 |
| 5 | -41505.4669 |
| 6 | -34785.7762 |
| 7 | -45619.4973 |
| 8 | -150133.9144 |
| 9 | -34450.2316 |